(1)
This record from OMol25 describes a cluster of 5 separate species, C25H24Br2F36NO9PS in total. The level of theory is wB97M-V/def2-TZVPD.

Summary:
ΔE to the lowest compared entry with this formula, charge and spin = 191.6 kcal per mole
SMILES = O=P(O)(O)CN(CC[C@](F)(Br)C(F)(F)Br)S(=O)(=O)F.FC(F)C(F)(F)COC(F)(F)C(F)F.FC(F)C(F)(F)COC(F)(F)C(F)F.FC(F)C(F)(F)COC(F)(F)C(F)F.FC(F)C(F)(F)COC(F)(F)C(F)F
gap between HOMO and LUMO = 8.953 eV
multiplicity = 1

Last column: Löwdin charge in e.
Cartesian coordinates (Å):
O: 1.80 1.09 5.37  -0.348
P: 2.48 0.99 3.94  0.737
O: 2.36 2.52 3.12  -0.234
O: 4.21 0.76 4.27  -0.202
C: 1.93 -0.52 2.91  -0.233
N: 0.41 -0.70 2.82  -0.252
C: -0.02 -0.23 1.44  -0.242
C: -1.63 0.02 1.27  -0.109
C: -2.26 1.22 2.19  -0.628
F: -3.33 1.87 1.35  -0.137
Br: -0.98 2.67 2.70  0.870
C: -3.00 0.71 3.57  -0.609
F: -1.89 0.38 4.54  -0.096
F: -3.90 -0.46 3.39  -0.045
Br: -4.00 2.30 4.36  0.722
S: -0.06 -2.37 3.10  0.917
O: 0.27 -3.31 1.91  -0.332
O: 0.59 -2.98 4.39  -0.321
F: -1.78 -2.53 3.36  -0.239
H: 2.66 2.47 2.17  0.058
H: 4.62 0.65 3.35  0.046
H: 2.44 -0.40 1.83  0.105
H: 2.47 -1.47 3.39  0.145
H: 0.28 -1.04 0.62  0.132
H: 0.61 0.75 1.14  0.110
H: -2.28 -0.97 1.40  0.136
H: -1.80 0.34 0.13  0.132
C: -3.14 0.11 -3.54  -0.052
C: -3.56 -0.55 -4.86  -0.429
C: -4.03 -2.00 -4.74  -0.289
F: -3.06 -2.81 -4.26  0.083
F: -4.39 -2.49 -5.95  0.094
F: -2.55 -0.44 -5.76  0.126
F: -4.60 0.19 -5.37  0.104
O: -1.74 0.13 -3.27  0.029
C: -1.21 -1.05 -2.66  -0.469
C: -0.18 -1.76 -3.53  -0.262
F: -0.72 -2.15 -4.72  0.094
F: 0.28 -2.89 -2.93  0.096
F: -2.23 -1.85 -2.28  0.127
F: -0.62 -0.63 -1.50  0.107
H: -3.42 1.17 -3.62  0.152
H: -3.72 -0.26 -2.68  0.148
H: -4.90 -2.08 -4.08  0.177
H: 0.67 -1.12 -3.75  0.175
C: 7.72 0.44 -1.42  -0.049
C: 7.39 1.82 -2.02  -0.429
C: 7.45 2.97 -1.03  -0.289
F: 6.55 2.83 -0.02  0.079
F: 7.14 4.15 -1.64  0.092
F: 6.18 1.76 -2.64  0.121
F: 8.31 2.06 -3.01  0.107
O: 6.60 -0.38 -1.07  0.038
C: 6.06 -0.14 0.22  -0.472
C: 4.61 0.36 0.17  -0.237
F: 4.50 1.52 -0.51  0.094
F: 4.12 0.60 1.42  0.026
F: 6.87 0.69 0.91  0.127
F: 6.11 -1.34 0.87  0.147
H: 8.23 -0.12 -2.21  0.155
H: 8.46 0.50 -0.61  0.149
H: 8.44 3.08 -0.59  0.178
H: 3.96 -0.38 -0.31  0.183
C: 2.62 4.43 -2.32  -0.054
C: 2.29 5.80 -2.92  -0.428
C: 2.35 6.96 -1.93  -0.290
F: 1.45 6.82 -0.92  0.085
F: 2.04 8.13 -2.54  0.094
F: 1.08 5.74 -3.54  0.127
F: 3.21 6.05 -3.91  0.104
O: 1.50 3.61 -1.97  0.032
C: 0.96 3.84 -0.68  -0.474
C: -0.49 4.34 -0.73  -0.267
F: -0.60 5.51 -1.41  0.096
F: -0.98 4.58 0.52  0.019
F: 1.77 4.68 0.01  0.125
F: 1.01 2.65 -0.03  0.090
H: 3.13 3.86 -3.11  0.152
H: 3.36 4.48 -1.51  0.143
H: 3.34 7.06 -1.49  0.175
H: -1.14 3.61 -1.21  0.177
C: -4.58 -5.91 1.48  -0.052
C: -4.91 -4.53 0.88  -0.427
C: -4.85 -3.37 1.87  -0.296
F: -5.75 -3.52 2.88  0.089
F: -5.16 -2.20 1.26  0.083
F: -6.12 -4.59 0.26  0.124
F: -3.99 -4.29 -0.11  0.098
O: -5.70 -6.72 1.83  0.031
C: -6.24 -6.49 3.12  -0.477
C: -7.69 -5.99 3.07  -0.265
F: -7.80 -4.82 2.39  0.088
F: -8.18 -5.75 4.32  0.094
F: -5.43 -5.66 3.81  0.124
F: -6.19 -7.68 3.77  0.138
H: -4.07 -6.47 0.69  0.152
H: -3.84 -5.85 2.29  0.149
H: -3.86 -3.27 2.31  0.151
H: -8.34 -6.72 2.59  0.175

(2)
This record from OMol25 describes the molecule C23H34N4O3S. The level of theory is wB97M-V/def2-TZVPD.

Summary:
ΔE to the lowest compared entry with this formula, charge and spin = 19.1 kcal per mole
SMILES = CCCN1CCN(CCCNC(=O)c2ccccc2NC(=O)C2=C(C)OCCS2)CC1
gap between HOMO and LUMO = 8.419 eV
multiplicity = 1

Last column: Löwdin charge in e.
Cartesian coordinates (Å):
C: -5.70 -3.52 -1.00  -0.115
C: -5.38 -2.04 -0.92  -0.250
C: -3.87 -1.80 -0.86  -0.220
N: -3.52 -0.40 -1.07  -0.166
C: -3.87 0.44 0.05  -0.169
C: -3.55 1.90 -0.27  -0.164
N: -2.14 2.04 -0.54  -0.213
C: -1.78 1.21 -1.67  -0.161
C: -2.10 -0.25 -1.36  -0.169
H: -1.85 -0.87 -2.22  0.125
H: -1.48 -0.58 -0.50  0.114
H: -0.71 1.31 -1.87  0.125
H: -2.34 1.51 -2.58  0.129
C: -1.72 3.43 -0.69  -0.186
H: -0.83 3.46 -1.32  0.122
C: -1.37 4.06 0.67  -0.159
H: -2.20 3.92 1.36  0.106
H: -1.22 5.13 0.54  0.114
C: -0.10 3.46 1.27  -0.177
N: -0.28 2.03 1.47  0.075
C: 0.78 1.22 1.65  -0.426
O: 1.92 1.65 1.79  0.037
C: 0.43 -0.23 1.66  -0.076
C: -0.79 -0.65 2.17  -0.058
C: -1.14 -1.99 2.15  -0.103
C: -0.28 -2.92 1.59  -0.072
C: 0.95 -2.52 1.10  0.003
C: 1.34 -1.18 1.15  -0.147
N: 2.57 -0.74 0.69  0.120
C: 3.58 -1.45 0.13  -0.469
O: 3.58 -2.66 -0.03  0.061
C: 4.73 -0.60 -0.28  -0.364
C: 5.98 -1.10 -0.36  -0.308
O: 7.09 -0.42 -0.76  -0.047
C: 6.95 0.86 -1.34  -0.245
C: 6.02 1.75 -0.53  -0.418
H: 6.00 2.77 -0.92  0.080
H: 6.31 1.76 0.52  0.092
S: 4.33 1.09 -0.67  0.972
H: 7.96 1.27 -1.37  0.128
H: 6.56 0.77 -2.36  0.128
C: 6.35 -2.49 0.03  -0.001
H: 5.83 -2.80 0.93  0.087
H: 7.43 -2.53 0.17  0.087
H: 6.07 -3.18 -0.76  0.094
H: 2.73 0.25 0.90  0.056
H: 1.63 -3.25 0.68  0.099
H: -0.56 -3.96 1.55  0.105
H: -2.09 -2.30 2.56  0.100
H: -1.45 0.07 2.61  0.112
H: -1.12 1.67 1.01  0.098
H: 0.76 3.63 0.61  0.125
H: 0.12 3.93 2.23  0.125
H: -2.50 4.03 -1.18  0.122
H: -3.82 2.52 0.59  0.120
H: -4.16 2.21 -1.14  0.130
H: -4.94 0.35 0.24  0.115
H: -3.32 0.14 0.96  0.117
H: -3.46 -2.18 0.09  0.119
H: -3.40 -2.37 -1.67  0.122
H: -5.77 -1.53 -1.80  0.113
H: -5.86 -1.61 -0.04  0.097
H: -6.77 -3.68 -1.02  0.068
H: -5.29 -4.04 -0.13  0.071
H: -5.26 -3.97 -1.89  0.070

(3)
This record from OMol25 describes a cluster of 2 separate species, C4H12NO2 in total. The level of theory is wB97M-V/def2-TZVPD.

Summary:
net charge = +1
ΔE to the lowest compared entry with this formula, charge and spin = 71.2 kcal per mole
gap between HOMO and LUMO = 11.320 eV
multiplicity = 1

Last column: Löwdin charge in e.
Cartesian coordinates (Å):
O: -2.20 1.34 0.74  0.085
C: -1.06 1.79 0.73  -0.144
C: 0.03 0.84 0.23  -0.324
N: -0.45 -0.22 -0.72  0.023
C: -0.35 0.27 -2.19  -0.006
C: 0.59 0.24 1.52  -0.060
H: -0.85 2.80 0.98  0.134
H: 0.89 1.22 -0.31  0.144
H: 0.18 -1.09 -0.48  0.172
H: -1.53 -0.13 -0.49  0.202
H: -0.64 1.44 -2.31  0.163
H: -0.72 -0.39 -3.01  0.104
H: 0.68 0.40 -2.49  0.073
H: 0.14 -0.72 1.85  0.079
H: 0.82 1.02 2.29  0.113
H: 1.68 -0.26 1.36  0.135
H: 1.27 -3.20 0.13  0.131
H: 0.71 -2.90 1.51  0.076
O: 0.80 -2.45 0.66  -0.099

(4)
This record from OMol25 describes the molecule C5H9ClN3PS. The level of theory is wB97M-V/def2-TZVPD.

Summary:
ΔE to the lowest compared entry with this formula, charge and spin = 8.7 kcal per mole
SMILES = CN(C)[P@](=S)(Cl)n1ccnc1
gap between HOMO and LUMO = 9.417 eV
multiplicity = 1

Last column: Löwdin charge in e.
Cartesian coordinates (Å):
C: -3.49 -1.34 -0.46  -0.161
C: -2.70 -0.35 -0.98  -0.123
C: -2.22 -0.73 1.13  -0.248
C: 1.69 1.51 0.76  -0.158
C: 1.03 -0.56 -0.57  -0.120
N: -3.23 -1.54 0.85  0.067
N: -1.87 -0.01 0.06  -0.248
N: 0.67 0.50 0.36  -0.394
P: -0.72 1.33 -0.14  0.041
S: -0.65 2.29 -1.83  0.271
Cl: -1.34 2.41 1.47  0.379
H: -4.27 -1.83 -0.94  0.084
H: -2.32 0.00 -1.88  0.052
H: -1.76 -0.38 2.11  0.131
H: 2.39 1.09 1.59  0.106
H: 2.48 1.67 -0.05  0.094
H: 1.10 2.39 1.15  0.028
H: 0.89 -0.38 -1.60  0.064
H: 2.05 -0.77 -0.54  0.073
H: 0.55 -1.41 -0.23  0.062

| no. | E_HOMO (eV) |
| --- | --- |
| 1 | -10.62 |
| 2 | -7.79 |
| 3 | -14.73 |
| 4 | -9.04 |